(1)
C43H60I2N4O3S2Sr as an isolated structure in a non-equilibrium geometry. Source: the OMol25 dataset; level of theory: the ωB97M-V functional and the def2-TZVPD basis.

HOMO level in eV: -2.235
E_LUMO in eV: 3.78
Orbital gap in eV: 6.016
Energy above the lowest of the compared OMol25 structures with the same formula, charge and spin in kcal/mol: 0.0
Calculated total energy in Eh: -3542.0446
Total charge: -2
2S+1: 1

Each line ends with the Löwdin charge.
Atoms and positions in Å:
Sr 1.192 1.072 -0.204  1.408
C 0.721 4.370 -2.523  -0.093
N 0.154 3.038 -2.555  -0.268
C 0.631 2.292 -3.707  -0.082
C -1.298 3.040 -2.468  -0.202
C -1.801 1.709 -1.920  -0.181
N -1.190 1.447 -0.641  -0.285
C -1.380 0.017 -0.199  -0.169
C -1.344 -1.016 -1.305  -0.146
C -2.536 -1.688 -1.555  -0.008
C -2.670 -2.655 -2.539  -0.195
C -1.525 -2.936 -3.290  -0.004
C -0.311 -2.302 -3.103  -0.082
C -0.179 -1.298 -2.082  -0.345
O 0.929 -0.664 -1.926  -0.231
C 0.930 -2.684 -3.915  -0.529
C 0.626 -3.755 -4.970  -0.088
C 1.996 -3.256 -2.967  -0.035
C 1.500 -1.468 -4.661  -0.047
C -3.970 -3.403 -2.824  -0.566
C -3.764 -4.910 -2.615  -0.059
C -5.108 -2.950 -1.907  -0.081
C -4.408 -3.156 -4.275  -0.061
C -1.510 2.432 0.428  -0.138
C -1.167 2.074 1.856  -0.158
C -2.200 1.600 2.652  -0.023
C -2.052 1.324 4.003  -0.189
C -0.811 1.615 4.564  0.004
C 0.263 2.101 3.835  -0.108
C 0.130 2.281 2.425  -0.382
O 1.143 2.646 1.697  -0.269
C 1.605 2.419 4.500  -0.520
C 1.982 3.885 4.231  -0.050
C 2.708 1.482 3.983  -0.059
C 1.552 2.245 6.024  -0.082
C -3.206 0.704 4.786  -0.561
C -3.545 -0.667 4.180  -0.050
C -2.860 0.495 6.261  -0.077
C -4.447 1.605 4.716  -0.063
H 0.433 4.972 -3.405  0.083
H 1.808 4.298 -2.492  0.072
H 0.391 4.893 -1.624  0.084
H 0.269 2.737 -4.653  0.089
H 0.305 1.254 -3.656  0.068
H 1.719 2.293 -3.721  0.071
H -1.764 3.234 -3.452  0.119
H -1.600 3.858 -1.810  0.103
H -1.499 0.916 -2.603  0.110
H -2.906 1.675 -1.874  0.130
H -2.337 -0.063 0.331  0.119
H -0.636 -0.241 0.568  0.018
H -3.387 -1.426 -0.936  0.098
H -1.599 -3.691 -4.063  0.085
H 0.278 -4.687 -4.517  0.076
H 1.543 -3.977 -5.522  0.076
H -0.125 -3.417 -5.688  0.078
H 1.629 -4.171 -2.494  0.088
H 2.243 -2.538 -2.188  0.066
H 2.911 -3.494 -3.519  0.082
H 0.760 -1.072 -5.364  0.084
H 2.384 -1.766 -5.233  0.077
H 1.780 -0.682 -3.965  0.065
H -3.446 -5.111 -1.591  0.088
H -2.995 -5.298 -3.284  0.073
H -4.692 -5.459 -2.807  0.073
H -4.871 -3.135 -0.858  0.084
H -6.020 -3.502 -2.151  0.075
H -5.314 -1.885 -2.026  0.081
H -3.644 -3.488 -4.979  0.072
H -4.576 -2.091 -4.445  0.085
H -5.335 -3.696 -4.499  0.073
H -2.594 2.624 0.364  0.124
H -0.987 3.365 0.194  0.115
H -3.164 1.434 2.178  0.106
H -0.671 1.435 5.620  0.080
H 1.958 4.099 3.164  0.068
H 2.988 4.089 4.613  0.075
H 1.284 4.555 4.742  0.080
H 2.730 1.458 2.895  0.053
H 2.534 0.461 4.326  0.065
H 3.685 1.816 4.350  0.080
H 0.785 2.877 6.479  0.078
H 2.519 2.532 6.447  0.078
H 1.362 1.207 6.305  0.080
H -2.668 -1.316 4.194  0.089
H -3.860 -0.567 3.141  0.074
H -4.353 -1.151 4.738  0.075
H -2.010 -0.180 6.377  0.086
H -3.715 0.053 6.779  0.075
H -2.617 1.439 6.753  0.082
H -4.775 1.748 3.685  0.070
H -4.229 2.589 5.136  0.083
H -5.278 1.164 5.276  0.073
I 5.874 1.622 0.959  0.761
C 4.561 3.206 1.427  -1.220
I 4.924 4.996 0.343  0.656
H 4.677 3.450 2.474  -0.059
H 3.547 2.901 1.193  -0.084
S 0.789 -1.221 2.530  0.543
C 2.139 -1.667 1.621  -1.161
N 2.720 -0.951 0.681  -0.074
C 3.765 -1.628 0.085  -0.359
C 4.508 -1.143 -0.992  -0.077
C 5.527 -1.924 -1.509  -0.105
C 5.815 -3.181 -0.974  -0.128
C 5.076 -3.679 0.087  -0.121
C 4.051 -2.901 0.607  -0.497
S 2.922 -3.240 1.884  0.955
H 4.266 -0.171 -1.404  0.073
H 6.105 -1.555 -2.348  0.095
H 6.617 -3.777 -1.395  0.084
H 5.288 -4.660 0.495  0.092
O 4.340 2.841 -3.344  -0.035
C 3.803 2.486 -2.327  -0.663
N 3.276 2.139 -1.321  -0.035

---

(2)
A 10-piece molecular cluster, C43H60N9O18 overall in a non-equilibrium geometry. Source: the OMol25 dataset; level of theory: the ωB97M-V functional and the def2-TZVPD basis.

HOMO level in eV: -5.461
E_LUMO in eV: -1.20
Orbital gap in eV: 4.264
Energy above the lowest of the compared OMol25 structures with the same formula, charge and spin in kcal/mol: 0.0
Calculated total energy in Eh: -3520.2716
Total charge: -1
2S+1: 1

Each line ends with the Löwdin charge.
Atoms and positions in Å:
C -9.051 -37.480 -25.462  0.026
C -9.764 -37.353 -24.155  -0.401
C -10.540 -38.603 -23.834  -0.130
C -9.686 -39.785 -23.546  -0.177
C -8.857 -39.601 -22.318  -0.153
C -8.089 -38.294 -22.380  -0.361
N -8.783 -37.221 -23.012  0.073
O -8.271 -36.058 -22.917  0.193
C -6.649 -38.489 -23.048  0.039
C -7.832 -37.937 -20.793  0.030
C -10.845 -36.178 -24.108  0.030
H -9.719 -36.991 -26.274  0.134
H -8.950 -38.481 -25.658  0.034
H -8.111 -36.970 -25.413  0.096
H -11.077 -38.811 -24.796  0.151
H -11.340 -38.542 -23.093  0.121
H -8.850 -40.069 -24.370  0.161
H -10.031 -40.790 -23.431  0.101
H -8.144 -40.311 -21.991  0.094
H -9.676 -39.694 -21.634  0.102
H -6.559 -38.761 -23.973  -0.002
H -5.936 -39.394 -22.629  0.164
H -6.022 -37.574 -22.950  0.097
H -7.390 -38.733 -20.303  0.064
H -8.640 -37.441 -20.353  0.030
H -7.045 -37.136 -20.826  0.093
H -10.598 -35.259 -24.141  -0.012
H -11.292 -36.467 -23.027  0.125
H -11.593 -36.213 -24.863  0.062
N -7.463 -41.138 -27.072  -0.598
O -8.742 -41.121 -27.089  -0.129
O -6.842 -40.093 -27.121  -0.052
O -6.828 -42.301 -27.020  -0.136
C -12.173 -36.597 -20.706  -0.818
O -12.931 -37.250 -21.519  -0.099
O -12.639 -35.444 -20.131  0.033
O -10.989 -36.914 -20.503  -0.047
H -13.497 -35.264 -20.581  0.108
C -14.186 -37.041 -26.450  -0.108
C -14.912 -37.846 -27.457  -0.028
C -15.572 -39.183 -27.088  0.054
C -15.376 -39.695 -25.613  -0.041
C -14.809 -38.677 -24.525  0.093
C -14.266 -37.355 -25.099  -0.072
N -16.128 -40.922 -25.182  -0.386
O -15.991 -41.161 -23.946  0.020
O -16.487 -41.607 -26.073  0.092
H -13.636 -36.255 -26.863  0.063
H -14.912 -37.649 -28.577  0.103
H -15.981 -39.751 -27.790  0.022
H -14.741 -38.895 -23.459  0.083
H -13.667 -36.624 -24.448  0.090
C -10.539 -44.710 -23.112  -0.030
C -9.466 -43.987 -24.011  0.065
C -8.286 -43.375 -23.333  0.079
C -8.162 -43.514 -21.755  -0.027
C -9.164 -44.334 -20.914  0.046
C -10.339 -44.898 -21.699  -0.099
N -6.951 -42.919 -21.098  -0.379
O -6.406 -42.062 -21.859  -0.008
O -6.624 -43.246 -20.026  0.128
H -11.459 -44.909 -23.522  0.047
H -9.524 -43.939 -24.879  -0.050
H -7.495 -42.943 -23.865  0.069
H -9.184 -44.288 -19.961  -0.010
H -11.319 -45.510 -21.190  0.157
C -10.610 -35.711 -13.760  -0.101
C -9.978 -34.432 -14.320  0.019
C -9.051 -34.663 -15.584  0.065
C -8.987 -36.090 -16.165  -0.080
C -9.851 -37.129 -15.460  0.040
C -10.676 -37.008 -14.227  -0.056
N -8.177 -36.410 -17.367  -0.316
O -8.073 -37.599 -17.667  0.058
O -7.739 -35.496 -18.150  0.022
H -11.138 -35.564 -12.865  0.065
H -9.957 -33.475 -13.836  0.062
H -8.562 -33.907 -16.143  0.059
H -9.995 -38.133 -16.032  0.120
H -11.270 -37.721 -13.804  0.070
C -10.988 -37.287 -29.464  -0.062
C -10.575 -38.779 -28.997  -0.008
C -9.850 -39.710 -29.889  0.054
C -9.709 -39.316 -31.475  -0.102
C -10.117 -38.001 -31.838  0.003
C -10.829 -37.008 -30.813  -0.086
N -8.973 -40.320 -32.283  -0.307
O -9.192 -40.304 -33.548  0.012
O -7.940 -40.826 -31.762  0.065
H -11.323 -36.757 -28.699  0.014
H -10.512 -39.022 -27.860  0.096
H -9.457 -40.637 -29.581  0.055
H -9.835 -37.534 -32.843  0.113
H -11.034 -35.893 -31.129  0.117
C -10.030 -41.509 -18.364  -0.286
O -9.623 -42.655 -18.094  -0.021
N -11.032 -41.250 -19.220  -0.146
C -11.412 -39.928 -19.358  -0.071
C -11.599 -42.319 -20.055  -0.038
H -9.763 -40.637 -17.932  0.098
H -12.272 -39.888 -19.814  0.057
H -10.910 -39.261 -19.979  0.060
H -11.614 -39.422 -18.576  0.044
H -11.228 -42.205 -21.016  0.040
H -12.824 -42.514 -20.004  0.145
H -11.402 -43.437 -19.638  0.110
C -10.002 -33.169 -21.934  -0.281
O -9.462 -32.982 -23.069  -0.047
N -9.725 -32.375 -20.855  -0.178
C -10.233 -32.871 -19.630  -0.089
C -9.020 -31.059 -20.926  0.003
H -10.403 -34.076 -21.724  0.080
H -9.928 -33.987 -19.691  0.122
H -11.223 -32.643 -19.200  0.100
H -9.510 -32.659 -18.897  0.051
H -7.948 -31.101 -21.225  0.108
H -8.848 -30.823 -19.862  0.086
H -9.687 -30.460 -21.368  0.038
C -13.706 -32.403 -25.798  -0.338
O -14.352 -33.396 -26.327  -0.071
N -13.270 -32.449 -24.606  -0.116
C -12.499 -31.196 -24.127  0.017
C -13.382 -33.677 -23.750  0.038
H -13.687 -31.511 -26.193  0.081
H -12.892 -30.387 -24.488  0.012
H -11.401 -31.440 -24.319  0.117
H -12.675 -30.988 -23.107  0.067
H -12.914 -34.355 -24.197  -0.032
H -14.387 -33.915 -23.569  0.085
H -12.739 -33.366 -22.765  0.143

---

> What is the HOMO level in the first record?

-2.235 eV